{"formula": "C3H5NO2", "method": "wB97M-V/def2-TZVPD", "smiles": "[H]/N=C\\OC(C)=O", "relative_energy_kcal_mol": 56.4, "fmax_ha_per_bohr": 0.0666, "multiplicity": 1, "energy_ha": -322.484388, "orbital_gap_ev": 11.03, "elements": ["O", "O", "N", "C", "C", "C", "H", "H", "H", "H", "H"], "xyz": [[-0.602, -1.759, -0.543], [0.444, 0.126, 0.177], [2.619, 0.415, 0.796], [1.697, -0.395, 0.475], [-1.857, 0.300, -0.315], [-0.645, -0.598, -0.254], [2.341, 1.368, 0.607], [2.453, -1.044, 0.026], [-1.632, 1.189, -0.909], [-2.119, 0.639, 0.692], [-2.698, -0.242, -0.752]]}

{"formula": "C3H5NO2", "method": "wB97M-V/def2-TZVPD", "relative_energy_kcal_mol": 61.3, "fmax_ha_per_bohr": 0.0134, "multiplicity": 1, "energy_ha": -322.476668, "orbital_gap_ev": 10.90, "elements": ["O", "O", "N", "C", "C", "C", "H", "H", "H", "H", "H"], "xyz": [[-0.213, 1.308, -0.628], [0.908, -0.337, -1.103], [-1.012, -0.628, 0.198], [-0.543, -0.010, -1.014], [0.104, -0.194, 1.075], [0.873, 0.578, -0.017], [1.769, 1.150, 0.233], [-0.243, 0.484, 1.856], [-1.191, -0.149, -1.883], [-1.062, -1.636, 0.081], [0.652, -1.034, 1.506]]}

{"formula": "C3H5NO2", "method": "wB97M-V/def2-TZVPD", "relative_energy_kcal_mol": 49.7, "fmax_ha_per_bohr": 0.0606, "multiplicity": 1, "energy_ha": -322.495086, "orbital_gap_ev": 10.66, "elements": ["O", "O", "N", "C", "C", "C", "H", "H", "H", "H", "H"], "xyz": [[1.061, -2.326, -0.980], [-1.874, -0.002, 0.287], [0.444, 0.030, 0.826], [-0.730, -0.485, 0.826], [0.808, 1.062, -0.114], [0.130, -1.673, -0.936], [0.999, 0.630, -1.109], [1.737, 1.515, 0.244], [-1.670, 0.596, -0.450], [-0.953, -1.202, 1.612], [0.048, 1.854, -0.205]]}

{"formula": "C3H5NO2", "method": "wB97M-V/def2-TZVPD", "relative_energy_kcal_mol": 48.5, "fmax_ha_per_bohr": 0.0217, "multiplicity": 1, "energy_ha": -322.497106, "orbital_gap_ev": 11.35, "elements": ["O", "O", "N", "C", "C", "C", "H", "H", "H", "H", "H"], "xyz": [[0.340, 1.400, 1.060], [-0.225, -1.363, -0.246], [-1.856, 0.236, -0.977], [1.012, -0.760, 0.244], [0.504, 0.635, -0.111], [-0.728, -0.126, -0.567], [1.038, 1.238, -0.847], [-2.488, -0.556, -1.096], [1.870, -1.228, -0.248], [1.054, -0.673, 1.335], [-0.519, 1.198, 1.454]]}

{"formula": "C3H5NO2", "method": "wB97M-V/def2-TZVPD", "relative_energy_kcal_mol": 145.5, "fmax_ha_per_bohr": 0.0258, "multiplicity": 1, "energy_ha": -322.342448, "orbital_gap_ev": [7.46, 7.46], "elements": ["O", "O", "N", "C", "C", "C", "H", "H", "H", "H", "H"], "xyz": [[-1.908, 0.866, 1.380], [0.099, -0.988, -1.013], [1.797, 0.789, 0.218], [-0.578, -1.163, 0.017], [-0.981, 0.987, 0.614], [1.730, 0.127, -0.758], [-0.131, -1.393, 0.990], [-1.655, -1.369, -0.089], [2.073, -0.262, -1.695], [-1.204, 1.399, -0.427], [0.758, 1.007, 0.762]]}

{"formula": "C3H5NO2", "method": "wB97M-V/def2-TZVPD", "smiles": "[H]/N=C/C=O.C=O", "relative_energy_kcal_mol": 71.3, "fmax_ha_per_bohr": 0.0158, "multiplicity": 1, "energy_ha": -322.460761, "orbital_gap_ev": 10.16, "elements": ["O", "O", "N", "C", "C", "C", "H", "H", "H", "H", "H"], "xyz": [[-1.549, -0.374, 0.233], [0.505, 1.596, 0.149], [1.555, -0.992, -0.922], [-0.629, -1.161, 0.171], [0.845, -0.835, 0.113], [-0.671, 1.722, -0.103], [-0.844, -2.235, 0.289], [-1.092, 1.547, -1.110], [2.524, -0.743, -0.706], [-1.386, 2.073, 0.658], [1.200, -0.555, 1.111]]}

{"formula": "C3H5NO2", "method": "wB97M-V/def2-TZVPD", "relative_energy_kcal_mol": 91.1, "fmax_ha_per_bohr": 0.0114, "multiplicity": 1, "energy_ha": -322.429191, "orbital_gap_ev": 10.44, "elements": ["O", "O", "N", "C", "C", "C", "H", "H", "H", "H", "H"], "xyz": [[0.013, 0.271, 0.405], [0.328, 0.449, -1.849], [0.043, 1.994, 1.841], [0.007, -1.727, -0.852], [0.149, -0.231, -0.883], [0.331, 1.584, 0.619], [0.023, -2.112, -1.872], [0.827, -2.167, -0.276], [-0.317, 2.651, 0.822], [-0.476, 1.291, 2.401], [-0.928, -2.003, -0.357]]}

{"formula": "C3H5NO2", "method": "wB97M-V/def2-TZVPD", "smiles": "N=C1OCCO1", "relative_energy_kcal_mol": 45.7, "fmax_ha_per_bohr": 0.0479, "multiplicity": 1, "energy_ha": -322.501512, "orbital_gap_ev": 10.78, "elements": ["O", "O", "N", "C", "C", "C", "H", "H", "H", "H", "H"], "xyz": [[-0.416, -0.521, 1.109], [-0.195, -0.071, -1.072], [-0.853, -2.220, -0.373], [0.009, 1.163, -0.352], [0.503, 0.544, 0.940], [-0.531, -1.028, -0.154], [0.803, 1.743, -0.811], [-0.881, -2.413, -1.372], [0.978, 0.942, 1.819], [1.523, 0.146, 0.683], [-0.940, 1.714, -0.419]]}

{"formula": "C3H5NO2", "method": "wB97M-V/def2-TZVPD", "relative_energy_kcal_mol": 107.1, "fmax_ha_per_bohr": 0.0134, "multiplicity": 1, "energy_ha": -322.403678, "orbital_gap_ev": 7.75, "elements": ["O", "O", "N", "C", "C", "C", "H", "H", "H", "H", "H"], "xyz": [[-0.033, 2.216, 0.630], [-0.084, -0.991, -0.524], [-0.773, 0.898, -1.635], [-0.278, 0.228, -0.617], [0.144, 1.022, 0.685], [0.655, -1.328, 1.203], [-0.012, -1.140, 2.036], [-0.841, 1.902, -1.481], [1.653, -0.936, 1.354], [-1.071, 0.487, -2.508], [0.640, -2.358, 0.859]]}

{"formula": "C3H5NO2", "method": "wB97M-V/def2-TZVPD", "relative_energy_kcal_mol": 89.0, "fmax_ha_per_bohr": 0.0337, "multiplicity": 1, "energy_ha": -322.432455, "orbital_gap_ev": [8.96, 7.31], "elements": ["O", "O", "N", "C", "C", "C", "H", "H", "H", "H", "H"], "xyz": [[1.530, -0.056, 0.160], [-1.690, -1.555, 0.508], [-1.290, 0.674, 0.257], [-0.867, -0.661, 0.362], [1.329, 0.622, -0.939], [0.547, -0.978, 0.377], [1.735, 1.630, -0.960], [-0.685, 1.381, 0.655], [-2.246, 0.760, 0.579], [0.760, 0.130, -1.719], [0.878, -1.947, 0.721]]}

{"formula": "C3H5NO2", "method": "wB97M-V/def2-TZVPD", "smiles": "[H]/N=C/OCC=O", "relative_energy_kcal_mol": 37.4, "fmax_ha_per_bohr": 0.0110, "multiplicity": 1, "energy_ha": -322.514726, "orbital_gap_ev": 10.87, "elements": ["O", "O", "N", "C", "C", "C", "H", "H", "H", "H", "H"], "xyz": [[-2.593, 0.507, 1.108], [0.173, -0.447, -0.914], [1.780, 0.388, 0.501], [1.406, 0.022, -0.648], [-1.754, 0.468, 0.244], [-0.706, -0.624, 0.191], [1.999, 0.017, -1.566], [-1.706, 1.215, -0.576], [2.756, 0.671, 0.485], [-0.147, -0.629, 1.132], [-1.207, -1.587, 0.042]]}

{"formula": "C3H5NO2", "method": "wB97M-V/def2-TZVPD", "relative_energy_kcal_mol": 98.8, "fmax_ha_per_bohr": 0.0846, "multiplicity": 1, "energy_ha": -322.416834, "orbital_gap_ev": 10.03, "elements": ["O", "O", "N", "C", "C", "C", "H", "H", "H", "H", "H"], "xyz": [[1.176, 0.181, 0.335], [0.468, 0.332, -1.828], [-0.669, 1.582, 0.021], [1.010, -0.324, -0.976], [-0.125, 0.604, 0.605], [-0.891, -0.563, 0.987], [-1.967, -0.338, 1.137], [-0.265, -1.166, -0.299], [-0.478, -1.274, 1.692], [0.044, 2.108, -0.481], [1.697, -1.143, -1.193]]}

{"formula": "C3H5NO2", "method": "wB97M-V/def2-TZVPD", "relative_energy_kcal_mol": 63.9, "fmax_ha_per_bohr": 0.0079, "multiplicity": 1, "energy_ha": -322.472480, "orbital_gap_ev": 9.31, "elements": ["O", "O", "N", "C", "C", "C", "H", "H", "H", "H", "H"], "xyz": [[-1.850, 1.814, 1.243], [1.246, -0.872, 0.761], [0.270, -1.345, -1.244], [0.469, -0.543, -0.205], [-0.062, 0.786, 0.054], [-1.119, 0.859, 1.064], [-0.432, -1.127, -1.933], [0.788, -2.208, -1.322], [-1.186, -0.036, 1.726], [-0.131, 1.514, -0.753], [1.030, 0.329, 1.008]]}

{"formula": "C3H5NO2", "method": "wB97M-V/def2-TZVPD", "relative_energy_kcal_mol": 81.8, "fmax_ha_per_bohr": 0.0317, "multiplicity": 1, "energy_ha": -322.443991, "orbital_gap_ev": 10.52, "elements": ["O", "O", "N", "C", "C", "C", "H", "H", "H", "H", "H"], "xyz": [[2.105, -0.535, -0.699], [-1.763, 0.723, 0.393], [-0.496, -0.533, -0.829], [0.304, 0.310, 0.632], [-1.680, -0.027, -0.581], [1.710, 0.042, 0.278], [-2.570, -0.246, -1.183], [0.017, -0.224, 1.551], [2.399, 0.452, 1.046], [0.225, 1.391, 0.914], [-0.351, -1.157, -1.648]]}

{"formula": "C3H5NO2S", "method": "wB97M-V/def2-TZVPD", "smiles": "C=NSCC(=O)O", "relative_energy_kcal_mol": 25.2, "fmax_ha_per_bohr": 0.0364, "multiplicity": 1, "energy_ha": -720.706353, "orbital_gap_ev": 9.34, "elements": ["S", "O", "O", "N", "C", "C", "C", "H", "H", "H", "H", "H"], "xyz": [[0.777, 1.131, 0.259], [0.455, -1.536, -0.973], [2.004, -2.345, 0.375], [-0.556, 0.884, -0.807], [-1.535, 1.699, -0.816], [0.739, -0.424, 1.088], [1.121, -1.562, 0.181], [1.414, -0.423, 1.904], [-0.234, -0.860, -0.956], [-2.301, 1.522, -1.572], [-1.596, 2.549, -0.135], [-0.287, -0.635, 1.452]]}

{"formula": "C3H5NO2S", "method": "wB97M-V/def2-TZVPD", "smiles": "N[C@]1(C(=O)O)CS1", "relative_energy_kcal_mol": 24.1, "fmax_ha_per_bohr": 0.0722, "multiplicity": 1, "energy_ha": -720.708155, "orbital_gap_ev": 9.29, "elements": ["S", "O", "O", "N", "C", "C", "C", "H", "H", "H", "H", "H"], "xyz": [[-1.058, -0.360, 1.761], [1.834, -1.087, -0.777], [-0.086, -2.137, -0.584], [0.600, 1.280, 0.170], [-0.095, 0.071, 0.176], [-1.591, 0.095, 0.207], [0.521, -1.114, -0.400], [1.549, 1.228, 0.469], [-2.031, 1.027, 0.124], [2.197, -0.379, -1.324], [-2.031, -0.649, -0.518], [0.190, 2.024, 0.695]]}

{"formula": "C3H5NO2S", "method": "wB97M-V/def2-TZVPD", "relative_energy_kcal_mol": 78.8, "fmax_ha_per_bohr": 0.1197, "multiplicity": 1, "energy_ha": -720.620974, "orbital_gap_ev": 8.59, "elements": ["S", "O", "O", "N", "C", "C", "C", "H", "H", "H", "H", "H"], "xyz": [[-0.406, 0.310, 2.451], [-1.569, 0.716, -0.549], [0.068, 2.296, -1.290], [0.360, -1.094, 0.224], [-0.289, 1.145, -0.901], [0.784, 0.042, -0.558], [-0.046, -0.988, 1.508], [1.580, 0.707, -0.274], [0.769, -0.392, -1.801], [-2.282, 1.496, -0.713], [0.280, -2.148, 2.247], [0.750, -2.090, -0.345]]}

{"formula": "C3H5NO2S", "method": "wB97M-V/def2-TZVPD", "smiles": "C1=NOCOCS1", "relative_energy_kcal_mol": 103.8, "fmax_ha_per_bohr": 0.0984, "multiplicity": 1, "energy_ha": -720.581078, "orbital_gap_ev": 9.50, "elements": ["S", "O", "O", "N", "C", "C", "C", "H", "H", "H", "H", "H"], "xyz": [[0.287, 1.841, -0.555], [-0.634, 0.388, 1.258], [-1.423, -0.607, -0.671], [-0.265, -0.734, -1.606], [0.652, 0.742, 0.920], [0.448, 0.429, -1.693], [-0.939, -0.798, 0.565], [-1.848, -0.981, 1.034], [1.277, 1.218, 1.712], [-0.167, -1.522, 0.787], [1.258, -0.124, 0.510], [1.352, 0.149, -2.261]]}

{"formula": "C3H5NO2S", "method": "wB97M-V/def2-TZVPD", "smiles": "O=C(O)CNC=S", "relative_energy_kcal_mol": 21.9, "fmax_ha_per_bohr": 0.0900, "multiplicity": 1, "energy_ha": -720.711675, "orbital_gap_ev": 9.03, "elements": ["S", "O", "O", "N", "C", "C", "C", "H", "H", "H", "H", "H"], "xyz": [[-2.070, -1.331, -0.450], [0.785, -1.230, 1.081], [2.364, -0.884, -0.741], [-0.667, 0.905, 0.228], [1.349, -0.622, -0.094], [-1.798, 0.203, 0.135], [0.594, 0.582, -0.512], [1.357, -1.922, 1.268], [0.352, 0.189, -1.511], [-0.725, 1.794, 0.684], [-2.733, 0.896, 0.539], [1.191, 1.420, -0.626]]}

{"formula": "C3H5NO2S", "method": "wB97M-V/def2-TZVPD", "smiles": "O=C(NS)[C@H]1CO1", "relative_energy_kcal_mol": 40.4, "fmax_ha_per_bohr": 0.0328, "multiplicity": 1, "energy_ha": -720.682127, "orbital_gap_ev": 10.46, "elements": ["S", "O", "O", "N", "C", "C", "C", "H", "H", "H", "H", "H"], "xyz": [[-0.450, 2.603, -0.393], [-0.699, -1.224, 1.121], [1.864, -0.474, 0.130], [0.840, 1.535, -0.197], [-0.515, -0.498, -0.081], [-0.527, -1.929, -0.085], [0.845, 0.160, -0.052], [-1.373, 0.050, -0.505], [-0.726, 2.708, 0.943], [1.755, 1.972, -0.283], [0.417, -2.448, -0.171], [-1.430, -2.455, -0.428]]}